Entry 1:
This record from the OMol25 dataset describes 2 unconnected molecules or ions with the total composition C4H11NO3. The level of theory is ωB97M-V/def2-TZVPD.

Each atom is followed by the atoms it is bonded to, with distances in Å.
CARTESIAN COORDINATES (ANGSTROEM)
1 C -0.28881 -1.13170 0.31526  O2 1.393, C3 1.587, H8 1.087, H9 1.087
2 O -0.81411 -2.27947 0.90341  C1 1.393, H10 0.968
3 C 0.08865 -0.04400 1.40754  C1 1.587, C4 1.522, N7 1.396, H11 1.073
4 C 0.78973 1.19420 0.86728  C3 1.522, C5 1.560, H12 1.095, H13 1.081
5 C 0.21959 1.93775 -0.37980  C4 1.560, O6 1.191, H14 1.102
6 O -0.60230 2.78042 -0.20133  C5 1.191
7 N -1.07770 0.24182 2.12016  C3 1.396, H15 1.026, H16 1.018
8 H 0.51545 -1.36012 -0.37880  C1 1.087
9 H -1.10392 -0.69084 -0.25320  C1 1.087
10 H -0.11994 -2.72636 1.40927  O2 0.968
11 H 0.82864 -0.54417 2.00173  C3 1.073
12 H 0.59409 1.93528 1.64899  C4 1.095
13 H 1.86250 1.06885 0.81510  C4 1.081
14 H 0.72983 1.64159 -1.31099  C5 1.102
15 H -1.37094 1.22129 2.03898  N7 1.026
16 H -1.84268 -0.43046 2.13240  N7 1.018
17 H 1.22438 -1.31717 -4.28052  O19 0.961
18 H -0.26546 -0.91616 -4.39896  O19 0.961
19 O 0.63298 -0.58077 -4.45654  H17 0.961, H18 0.961

Values from the calculation:
LUMO (alpha / beta) ... -0.1247 / -0.3175 Ha
ΔE to the lowest compared entry with this formula, charge and spin ... 197.0 kJ/mol
Calculated total energy ... -11948.9994 eV
HOMO-LUMO gap (alpha / beta) ... 10.86 / 5.60 eV
Strongest force on any atom ... 1.69 eV/Å
Charge ... +1
2S+1 ... 2


Entry 2:
This record from the OMol25 dataset describes 2 unconnected molecules or ions with the total composition C4H7NO2. The level of theory is ωB97M-V/def2-TZVPD.

Each atom is followed by the atoms it is bonded to, with distances in Å.
CARTESIAN COORDINATES (ANGSTROEM)
1 C 1.00719 -1.14757 -1.84420  C2 1.486, H8 1.101, H9 1.096, H10 1.094
2 C 0.23027 0.01795 -1.34731  C1 1.486, O3 1.286, H11 1.088
3 O -0.84678 -0.21099 -0.68254  C2 1.286, C4 1.314
4 C -1.58928 0.62538 0.00670  O3 1.314, H12 1.078, H13 1.085
5 C 0.38367 0.51616 2.26191  N6 1.218, O7 1.173
6 N -0.45020 0.57360 3.14732  C5 1.218, H14 1.008
7 O 1.14738 0.46433 1.37348  C5 1.173
8 H 1.85183 -1.39067 -1.18155  C1 1.101
9 H 1.41874 -0.95289 -2.84109  C1 1.096
10 H 0.36318 -2.03055 -1.90294  C1 1.094
11 H 0.59520 1.04216 -1.37552  C2 1.088
12 H -2.52716 0.21449 0.34504  C4 1.078
13 H -1.38461 1.68726 -0.08239  C4 1.085
14 H -0.19944 0.59134 4.12309  N6 1.008

Values from the calculation:
LUMO (alpha / beta) ... 0.0280 / 0.0312 Ha
ΔE to the lowest compared entry with this formula, charge and spin ... 413.3 kJ/mol
Calculated total energy ... -9842.9959 eV
HOMO-LUMO gap (alpha / beta) ... 7.56 / 7.96 eV
Strongest force on any atom ... 1.08 eV/Å


Entry 3:
This record from the OMol25 dataset describes C18H17ClF3N3O4S in the gas phase. The level of theory is ωB97M-V/def2-TZVPD.

Each atom is followed by the atoms it is bonded to, with distances in Å.
CARTESIAN COORDINATES (ANGSTROEM)
1 O -0.08079 1.50463 2.33833  C2 1.206
2 C 0.10223 1.69957 1.16256  O1 1.206, N3 1.352, C19 1.511
3 N 1.26172 2.13270 0.61824  C2 1.352, N4 1.395, H18 1.019
4 N 2.38299 2.38310 1.40966  N3 1.395, C5 1.455, C10 1.452
5 C 3.42108 1.37922 1.23449  N4 1.455, H6 1.089, C7 1.529, H17 1.103
6 H 2.99562 0.39960 1.44874  C5 1.089
7 C 4.54712 1.68868 2.22103  C5 1.529, O8 1.409, H15 1.091, H16 1.099
8 O 5.06585 2.98176 2.01358  C7 1.409, C9 1.406
9 C 4.05694 3.94903 2.16518  O8 1.406, C10 1.530, H13 1.091, H14 1.099
10 C 2.91130 3.71519 1.17809  N4 1.452, C9 1.530, H11 1.091, H12 1.105
11 H 2.11654 4.44294 1.35152  C10 1.091
12 H 3.28733 3.82550 0.14528  C10 1.105
13 H 4.52710 4.91736 1.98586  C9 1.091
14 H 3.65428 3.91669 3.18765  C9 1.099
15 H 5.37926 0.99701 2.08369  C7 1.091
16 H 4.15679 1.60052 3.24456  C7 1.099
17 H 3.81830 1.38744 0.20510  C5 1.103
18 H 1.35162 2.20549 -0.39447  N3 1.019
19 C -0.97688 1.48082 0.12828  C2 1.511, C20 1.390, C24 1.397
20 C -0.75903 0.63722 -0.95486  C19 1.390, C21 1.380, H47 1.078
21 C -1.78452 0.37927 -1.84230  C20 1.380, C22 1.383, S28 1.790
22 C -3.03077 0.95871 -1.69124  C21 1.383, C23 1.382, H27 1.078
23 C -3.25753 1.81365 -0.62907  C22 1.382, C24 1.391, H26 1.078
24 C -2.23764 2.06206 0.28419  C19 1.397, C23 1.391, Cl25 1.714
25 Cl -2.53279 3.12682 1.59424  C24 1.714
26 H -4.21597 2.28890 -0.49537  C23 1.078
27 H -3.79811 0.74712 -2.41887  C22 1.078
28 S -1.54667 -0.79834 -3.16876  C21 1.790, O29 1.428, O30 1.427, N31 1.688
29 O -2.43023 -0.50396 -4.25170  S28 1.428
30 O -0.15112 -0.96201 -3.41800  S28 1.427
31 N -2.17053 -2.21068 -2.48607  S28 1.688, C32 1.386, H46 1.008
32 C -1.76179 -2.67346 -1.24571  N31 1.386, C33 1.391, C37 1.395
33 C -0.42406 -2.55920 -0.88081  C32 1.391, C34 1.386, H45 1.078
34 C -0.01954 -2.97954 0.37645  C33 1.386, C35 1.387, C41 1.501
35 C -0.91468 -3.54619 1.27170  C34 1.387, C36 1.385, H40 1.078
36 C -2.23706 -3.69118 0.88604  C35 1.385, C37 1.382, H39 1.079
37 C -2.66352 -3.25327 -0.35340  C32 1.395, C36 1.382, H38 1.080
38 H -3.69930 -3.36064 -0.64014  C37 1.080
39 H -2.94449 -4.14014 1.56552  C36 1.079
40 H -0.58324 -3.86641 2.24614  C35 1.078
41 C 1.42892 -2.80640 0.73118  C34 1.501, F42 1.345, F43 1.337, F44 1.350
42 F 2.22674 -3.66830 0.07642  C41 1.345
43 F 1.68681 -2.96971 2.03336  C41 1.337
44 F 1.87717 -1.57487 0.40879  C41 1.350
45 H 0.28355 -2.15504 -1.58601  C33 1.078
46 H -3.14483 -2.34024 -2.70983  N31 1.008
47 H 0.20301 0.17493 -1.10827  C20 1.078

Values from the calculation:
LUMO ... -0.0001 Ha
Structure (SMILES) ... O=C(NN1CCOCC1)c1cc(S(=O)(=O)Nc2cccc(C(F)(F)F)c2)ccc1Cl
Calculated total energy ... -63111.9888 eV
HOMO-LUMO gap ... 9.28 eV
Strongest force on any atom ... 1.19 eV/Å